Here is a structure of composition C28H20BF2N6ORh from the Open Molecules 2025 dataset. Energies are from ωB97M-V/def2-TZVPD.

Positions of all 59 atoms, in Å:
Rh1 0.445 -0.031 0.126
C1 2.671 0.423 -2.409
C2 1.530 1.393 -2.400
C3 1.530 2.442 -3.300
C4 0.470 3.356 -3.325
C5 -0.579 3.158 -2.463
C6 -0.562 2.065 -1.584
N1 0.521 1.210 -1.530
C7 -1.645 1.734 -0.705
C8 -2.970 2.164 -0.804
C9 -3.918 1.645 0.063
C10 -3.557 0.684 1.000
C11 -2.224 0.287 1.084
N2 -1.303 0.852 0.268
C12 -1.703 -0.746 1.943
C13 -2.478 -1.339 2.946
C14 -1.961 -2.377 3.680
C15 -0.659 -2.792 3.411
C16 0.085 -2.167 2.424
C17 1.479 -2.633 2.164
N3 -0.416 -1.157 1.700
H1 3.031 0.276 -3.425
H2 2.368 -0.534 -1.984
H3 3.494 0.818 -1.811
H4 2.349 2.541 -3.993
H5 0.473 4.184 -4.019
H6 -1.423 3.828 -2.446
H7 -3.256 2.863 -1.575
H8 -4.949 1.956 -0.011
H9 -4.306 0.236 1.633
H10 -3.480 -0.985 3.121
H11 -2.550 -2.871 4.436
H12 -0.228 -3.614 3.957
H13 1.718 -3.473 2.810
H14 2.182 -1.821 2.346
H15 1.596 -2.944 1.128
F1 -0.748 -3.917 -2.038
B1 -0.255 -2.829 -1.489
F2 1.054 -2.835 -1.224
O1 -0.872 -1.690 -1.218
N4 -2.278 -1.496 -1.380
C18 -3.030 -2.313 -0.636
C19 -2.509 -3.274 0.232
N5 -1.954 -4.016 0.926
C20 -4.414 -2.121 -0.655
N6 -5.554 -1.952 -0.627
C21 2.308 -0.086 0.692
C22 3.535 -0.074 0.742
C23 4.937 -0.067 0.612
C24 5.707 0.949 1.191
C25 7.074 0.976 0.995
C26 7.696 -0.003 0.232
C27 6.942 -1.024 -0.328
C28 5.574 -1.058 -0.148
H16 5.215 1.710 1.780
H17 7.659 1.766 1.443
H18 8.765 0.031 0.072
H19 7.423 -1.799 -0.908
H20 4.981 -1.846 -0.585

The relative energy (zero: lowest compared OMol25 entry of this formula, charge and spin) comes out at 2.045 eV. As for the lowest unoccupied orbital energy (spin up / spin down): -2.09 / -2.09 eV. The calculation puts the HOMO-LUMO gap (spin up / spin down) at 4.1 / 4.2 eV. The calculation puts the largest force on an atom at 3.77 eV/Å. The HOMO energy (spin up / spin down) comes out at -6.2 / -6.3 eV.

Electronic structure analysis, natural (NBO) charges in units of e:
1 Rh 0.4479
2 C -0.6577
3 C 0.2668
4 C -0.2356
5 C -0.1582
6 C -0.2283
7 C 0.1673
8 N -0.3997
9 C 0.1407
10 C -0.1901
11 C -0.1997
12 C -0.2228
13 C 0.2008
14 N -0.4172
15 C 0.1298
16 C -0.2386
17 C -0.1524
18 C -0.2195
19 C 0.2721
20 C -0.6626
21 N -0.4128
22 H 0.2142
23 H 0.2513
24 H 0.2575
25 H 0.2227
26 H 0.2225
27 H 0.2187
28 H 0.2218
29 H 0.2271
30 H 0.2233
31 H 0.2205
32 H 0.2241
33 H 0.2258
34 H 0.2095
35 H 0.2774
36 H 0.2462
37 F -0.4750
38 B 1.3975
39 F -0.4728
40 O -0.5648
41 N 0.0546
42 C -0.0496
43 C 0.2163
44 N -0.2064
45 C 0.2490
46 N -0.2118
47 C -0.3309
48 C -0.1607
49 C -0.1357
50 C -0.2057
51 C -0.2082
52 C -0.2399
53 C -0.2270
54 C -0.1633
55 H 0.2158
56 H 0.2066
57 H 0.2064
58 H 0.2061
59 H 0.2064

***

Here is a cluster of 2 separate species, C2H2N2O in total from the Open Molecules 2025 dataset. Energies are from ωB97M-V/def2-TZVPD.

Positions of all 7 atoms, in Å:
C1 0.317 -1.539 1.030
C2 0.192 0.698 0.311
N1 0.172 -2.589 1.485
N2 -0.370 0.740 -0.879
O1 0.543 1.537 1.007
H1 -0.440 -0.212 -1.282
H2 -0.413 1.366 -1.673

The relative energy (zero: lowest compared OMol25 entry of this formula, charge and spin) comes out at 2.998 eV. As for the lowest unoccupied orbital energy (spin up / spin down): -1.37 / -1.37 eV. The calculation puts the HOMO-LUMO gap (spin up / spin down) at 9.6 / 9.6 eV. The calculation puts the largest force on an atom at 5.04 eV/Å. The HOMO energy (spin up / spin down) comes out at -11.0 / -11.0 eV.

Electronic structure analysis, natural (NBO) charges in units of e:
1 C -0.0097
2 C 0.8880
3 N -0.4717
4 N -0.8528
5 O -0.4296
6 H 0.4265
7 H 0.4492

***

Here is a cluster of 2 separate species, CH11N7 in total from the Open Molecules 2025 dataset. Energies are from ωB97M-V/def2-TZVPD.

Positions of all 19 atoms, in Å:
C1 -0.040 -0.882 0.560
N1 -2.341 -1.325 0.173
N2 -1.196 -0.869 -0.197
N3 2.318 -0.889 0.611
N4 0.088 1.678 0.140
N5 1.123 -0.742 -0.097
N6 -1.108 1.199 -0.314
N7 1.390 -0.547 -1.352
H1 -0.118 -0.984 1.582
H2 -2.797 -1.549 -0.685
H3 3.122 -1.191 0.060
H4 2.376 -1.417 1.475
H5 0.173 1.413 1.132
H6 -1.864 1.671 0.210
H7 -1.253 1.314 -1.329
H8 -2.702 -1.311 1.152
H9 2.084 -0.959 -1.922
H10 0.638 -0.202 -1.955
H11 0.257 2.682 0.028

The relative energy (zero: lowest compared OMol25 entry of this formula, charge and spin) comes out at 1.827 eV. As for the lowest unoccupied orbital energy: -10.05 eV. Its total charge is +2. The calculation puts the HOMO-LUMO gap at 7.9 eV. The calculation puts the largest force on an atom at 4.32 eV/Å. The HOMO energy comes out at -17.9 eV.

Electronic structure analysis, natural (NBO) charges in units of e:
1 C 0.1203
2 N -0.4328
3 N -0.0641
4 N -0.5577
5 N -0.6701
6 N 0.1928
7 N -0.4961
8 N -0.5215
9 H 0.2362
10 H 0.4429
11 H 0.4235
12 H 0.4299
13 H 0.3671
14 H 0.3968
15 H 0.4060
16 H 0.4294
17 H 0.4525
18 H 0.4263
19 H 0.4185

***

Here is an isolated molecule of C25H26N4O3S from the Open Molecules 2025 dataset. Energies are from ωB97M-V/def2-TZVPD.

Positions of all 59 atoms, in Å:
C1 -2.226 3.202 0.118
O1 -1.625 2.195 0.899
C2 -2.093 0.915 0.780
C3 -3.180 0.562 -0.007
C4 -3.567 -0.761 -0.128
C5 -2.874 -1.750 0.537
C6 -1.799 -1.421 1.353
C7 -1.039 -2.529 2.043
N1 -0.170 -3.220 1.110
C8 -0.580 -4.283 0.400
O2 -1.634 -4.861 0.568
C9 0.416 -4.752 -0.655
S1 1.231 -3.382 -1.528
C10 -0.246 -2.467 -2.123
C11 -0.181 -0.994 -1.922
C12 -1.137 -0.082 -2.403
N2 -0.818 1.154 -2.094
N3 0.323 1.095 -1.408
C13 0.918 2.288 -0.967
C14 0.700 3.438 -1.720
C15 1.238 4.643 -1.311
C16 1.999 4.709 -0.156
C17 2.212 3.564 0.592
C18 1.672 2.352 0.198
C19 0.750 -0.198 -1.279
N4 1.974 -0.537 -0.707
C20 3.142 -0.652 -1.405
C21 4.120 -1.060 -0.545
C22 3.527 -1.201 0.725
C23 2.206 -0.879 0.596
C24 -1.406 -0.089 1.489
O3 -0.314 0.155 2.291
C25 -0.330 1.287 3.137
H1 -3.268 3.367 0.411
H2 -1.647 4.103 0.316
H3 -2.168 2.957 -0.946
H4 -3.720 1.319 -0.550
H5 -4.412 -1.012 -0.751
H6 -3.162 -2.786 0.443
H7 -1.743 -3.271 2.428
H8 -0.433 -2.130 2.858
H9 0.686 -2.755 0.829
H10 1.224 -5.312 -0.181
H11 -0.092 -5.399 -1.371
H12 -0.358 -2.687 -3.188
H13 -1.108 -2.874 -1.591
H14 -2.031 -0.293 -2.955
H15 0.102 3.368 -2.615
H16 1.065 5.532 -1.898
H17 2.422 5.650 0.162
H18 2.798 3.611 1.498
H19 1.830 1.476 0.803
H20 3.176 -0.441 -2.455
H21 5.147 -1.238 -0.793
H22 4.018 -1.508 1.628
H23 1.427 -0.818 1.331
H24 -1.301 1.400 3.625
H25 -0.091 2.203 2.594
H26 0.434 1.097 3.891

The relative energy (zero: lowest compared OMol25 entry of this formula, charge and spin) comes out at 2.301 eV. As for the lowest unoccupied orbital energy: 0.71 eV. The calculation puts the HOMO-LUMO gap at 9.0 eV. The calculation puts the largest force on an atom at 0.82 eV/Å. The HOMO energy comes out at -8.3 eV.

Electronic structure analysis, natural (NBO) charges in units of e:
1 C -0.2601
2 O -0.5190
3 C 0.2400
4 C -0.2767
5 C -0.2124
6 C -0.2306
7 C -0.0714
8 C -0.2540
9 N -0.6313
10 C 0.6633
11 O -0.6323
12 C -0.6195
13 S 0.1985
14 C -0.5379
15 C -0.1289
16 C -0.0141
17 N -0.2656
18 N -0.1912
19 C 0.2150
20 C -0.2397
21 C -0.2054
22 C -0.2214
23 C -0.1915
24 C -0.2373
25 C 0.2999
26 N -0.3729
27 C -0.0428
28 C -0.2967
29 C -0.2791
30 C -0.0899
31 C 0.3020
32 O -0.5490
33 C -0.2447
34 H 0.1740
35 H 0.2021
36 H 0.2028
37 H 0.2233
38 H 0.2144
39 H 0.2365
40 H 0.2372
41 H 0.2213
42 H 0.4200
43 H 0.2509
44 H 0.2396
45 H 0.2317
46 H 0.2422
47 H 0.2126
48 H 0.2386
49 H 0.2164
50 H 0.2147
51 H 0.2153
52 H 0.2323
53 H 0.2203
54 H 0.2254
55 H 0.2233
56 H 0.2366
57 H 0.1801
58 H 0.1984
59 H 0.1866

***

Here is a structure of composition C22H25BF4MgN5S from the Open Molecules 2025 dataset. Energies are from ωB97M-V/def2-TZVPD.

Positions of all 59 atoms, in Å:
Mg1 0.148 -0.838 1.109
C1 -2.468 4.792 0.166
C2 -1.427 4.029 -0.646
N1 -1.758 2.633 -0.831
C3 -1.536 1.686 0.124
S1 -2.236 0.139 -0.130
N2 -0.813 2.081 1.167
N3 -0.492 1.046 1.962
C4 -0.106 1.227 3.168
C5 0.079 2.563 3.815
C6 0.141 -0.019 3.914
C7 0.534 -0.014 5.253
C8 0.717 -1.220 5.904
C9 0.507 -2.403 5.213
C10 0.130 -2.321 3.883
N4 -0.061 -1.172 3.255
H1 -2.135 5.813 0.365
H2 -3.422 4.842 -0.362
H3 -2.625 4.289 1.120
H4 -1.309 4.477 -1.637
H5 -0.460 4.074 -0.148
H6 -2.481 2.390 -1.486
H7 -0.062 3.337 3.065
H8 -0.636 2.722 4.627
H9 1.089 2.638 4.221
H10 0.712 0.921 5.761
H11 1.034 -1.236 6.939
H12 0.653 -3.368 5.679
H13 -0.011 -3.213 3.282
C11 -0.855 0.386 -6.623
C12 -0.473 0.263 -5.176
C13 0.129 1.318 -4.496
C14 0.485 1.147 -3.166
N5 0.288 0.022 -2.493
C15 -0.289 -0.984 -3.136
C16 -0.686 -0.909 -4.465
H14 -1.268 1.371 -6.839
H15 -1.593 -0.366 -6.899
H16 0.018 0.248 -7.264
H17 0.315 2.263 -4.992
H18 0.939 1.961 -2.610
H19 -0.444 -1.887 -2.556
H20 -1.159 -1.763 -4.934
C17 0.925 -4.751 -1.877
C18 1.823 -3.696 -1.795
C19 1.573 -2.631 -0.936
C20 0.427 -2.551 -0.131
C21 -0.439 -3.648 -0.232
C22 -0.213 -4.725 -1.084
H21 1.111 -5.583 -2.547
H22 2.721 -3.702 -2.404
H23 2.299 -1.824 -0.909
H24 -1.358 -3.661 0.353
H25 -0.926 -5.542 -1.129
F1 1.936 0.139 0.997
B1 3.031 -0.133 1.939
F2 4.211 -0.137 1.232
F3 3.000 0.866 2.909
F4 2.764 -1.381 2.511

The relative energy (zero: lowest compared OMol25 entry of this formula, charge and spin) comes out at 0.680 eV. As for the lowest unoccupied orbital energy: 2.60 eV. Its total charge is -1. The calculation puts the HOMO-LUMO gap at 7.2 eV. The calculation puts the largest force on an atom at 0.75 eV/Å. The HOMO energy comes out at -4.6 eV.

Electronic structure analysis, natural (NBO) charges in units of e:
1 Mg 1.7086
2 C -0.6183
3 C -0.2196
4 N -0.6101
5 C 0.2949
6 S -0.4664
7 N -0.4963
8 N -0.3217
9 C 0.1916
10 C -0.6839
11 C 0.2087
12 C -0.2419
13 C -0.1461
14 C -0.2746
15 C 0.0884
16 N -0.5487
17 H 0.1973
18 H 0.1924
19 H 0.2220
20 H 0.1815
21 H 0.2225
22 H 0.3985
23 H 0.2530
24 H 0.2101
25 H 0.2319
26 H 0.2207
27 H 0.2094
28 H 0.2163
29 H 0.2101
30 C -0.6288
31 C 0.0063
32 C -0.2774
33 C 0.0484
34 N -0.4116
35 C 0.0677
36 C -0.2662
37 H 0.2118
38 H 0.2124
39 H 0.2167
40 H 0.2000
41 H 0.1911
42 H 0.2189
43 H 0.2049
44 C -0.2557
45 C -0.2440
46 C -0.2350
47 C -0.6182
48 C -0.1893
49 C -0.2753
50 H 0.1908
51 H 0.1936
52 H 0.2072
53 H 0.1705
54 H 0.1882
55 F -0.6195
56 B 1.3493
57 F -0.5523
58 F -0.5668
59 F -0.5680

***

Here is a cluster of 2 separate species, C4H12NO3 in total from the Open Molecules 2025 dataset. Energies are from ωB97M-V/def2-TZVPD.

Positions of all 20 atoms, in Å:
C1 0.722 0.053 -0.664
C2 1.488 -1.118 0.088
C3 0.454 -2.250 0.345
O1 -0.195 -2.450 -0.881
N1 -0.709 0.168 -0.275
C4 -0.680 0.928 1.233
O2 0.043 2.085 1.018
H1 1.277 1.007 -0.590
H2 0.843 -0.045 -1.741
H3 2.307 -1.447 -0.563
H4 1.916 -0.715 1.011
H5 0.826 -3.242 0.639
H6 -0.289 -1.842 1.056
H7 -0.658 -1.689 -1.161
H8 -1.330 0.647 -0.915
H9 -1.769 1.018 1.111
H10 -0.376 0.199 1.917
H11 -0.686 2.897 0.031
H12 -1.847 2.581 -0.987
O3 -1.337 3.215 -0.672

The relative energy (zero: lowest compared OMol25 entry of this formula, charge and spin) comes out at 2.054 eV. As for the lowest unoccupied orbital energy: 3.90 eV. Its total charge is -1. The calculation puts the HOMO-LUMO gap at 7.6 eV. The calculation puts the largest force on an atom at 6.99 eV/Å. The HOMO energy comes out at -3.7 eV.

Electronic structure analysis, natural (NBO) charges in units of e:
1 C -0.2472
2 C -0.4395
3 C -0.0668
4 O -0.7659
5 N -0.7831
6 C 0.1287
7 O -0.9004
8 H 0.2127
9 H 0.1692
10 H 0.1913
11 H 0.1965
12 H 0.1637
13 H 0.1718
14 H 0.4905
15 H 0.3488
16 H 0.1101
17 H 0.1238
18 H 0.5015
19 H 0.4264
20 O -1.0321